Arrangement i

64
Properties=species:S:1:pos:R:3 method="wB97M-V/def2-TZVPD" charge=-1
O -2.932 -2.290 1.475
O -2.200 4.810 0.972
C -2.439 -2.140 2.675
O 2.651 -3.192 0.853
H -0.460 -3.316 -0.145
O -0.692 -0.476 2.054
H -1.562 -0.093 -5.331
O -1.138 -1.656 6.504
H 1.002 -4.116 -0.693
H 1.667 0.479 -1.242
H -0.522 -1.243 -0.895
C 0.046 -2.587 -2.692
H -1.639 1.365 -4.333
C -0.842 -1.013 4.257
H 1.088 1.743 0.788
N 0.738 -2.190 -1.464
C -1.055 4.072 0.515
H -0.999 -2.736 -2.423
H -1.634 2.126 0.986
H -3.948 -3.448 3.379
O -1.068 -0.516 -0.587
H -0.132 0.799 -4.975
C -1.068 0.458 -4.531
H 4.158 -3.954 1.941
H 1.275 3.255 -0.106
H 3.066 2.334 -4.192
C 1.997 1.512 -1.133
H -1.116 5.995 2.253
H -0.709 0.303 -0.936
C 1.030 2.197 -0.202
H -2.302 2.700 -0.553
C -1.474 -1.751 5.326
O -0.678 -0.354 -3.437
C -2.649 -2.779 5.017
C -1.401 2.651 0.059
H 1.050 -1.257 -3.989
H 3.006 0.769 -3.420
H -1.372 6.662 0.677
H 2.712 -3.699 2.866
O -3.032 -3.472 6.013
H 0.397 -3.554 -3.052
C 3.136 1.834 -3.227
H 0.787 -2.921 1.783
C 0.585 -3.150 -0.407
H 3.669 -2.274 2.306
C -1.852 6.065 1.452
C 3.314 -3.275 2.062
C 0.016 -1.517 -3.760
H -0.309 4.028 1.308
O 2.174 2.302 -2.330
H -0.052 -0.297 4.429
H -2.664 6.658 1.873
H 1.685 -1.841 -1.491
H 4.155 2.035 -2.895
H -1.018 -0.578 0.370
H -0.419 2.579 -1.653
C -3.094 -2.838 3.633
H 1.330 -1.576 0.830
H -0.298 -1.947 -4.711
N -0.328 2.065 -0.788
H -0.645 4.683 -0.289
H 2.947 1.445 -0.602
C 1.323 -2.665 0.869
C -1.263 -1.214 2.960

---

Arrangement ii

64
Properties=species:S:1:pos:R:3 method="wB97M-V/def2-TZVPD" charge=-1
H 3.609 4.169 -0.836
C 1.322 4.754 0.810
O 1.710 -1.974 -4.488
H 0.865 -0.218 -6.317
H -1.242 -5.134 1.333
H 1.377 -2.242 3.963
N -0.900 3.719 1.676
H -0.936 -4.516 3.466
C -1.780 -4.216 1.566
H 2.265 4.952 -1.632
H -1.436 -2.836 3.325
H 3.659 -2.288 0.435
O 1.670 -4.683 -5.534
H 3.640 -3.023 3.670
O -3.226 -4.431 1.807
N 0.427 -3.421 2.413
H 0.879 3.688 2.634
C 0.605 -1.258 -6.443
C 1.192 -2.282 -5.577
H -3.657 -5.424 0.179
H 0.937 0.388 -0.160
C 2.552 4.059 -1.077
C 1.462 -3.209 3.467
C -3.392 6.757 3.222
C 3.817 -1.676 1.323
O 0.640 -0.508 -0.331
C -2.208 5.876 1.349
H 3.862 -0.629 1.021
H -3.487 6.806 4.307
C 0.919 -3.817 -5.955
C -0.739 -3.108 -7.533
H 0.271 5.223 2.598
H -4.684 -5.736 1.738
O -1.793 -3.376 -8.228
H -1.417 6.615 1.477
H 0.958 5.511 0.116
H -1.484 3.508 2.473
C -0.954 -3.658 2.794
H -2.750 3.960 0.765
H -3.114 6.233 0.861
H -4.392 6.890 2.810
C -1.799 4.491 0.800
H 2.199 5.203 1.277
H 0.777 -1.021 0.469
H -3.036 -6.417 1.553
H -1.606 -3.611 0.676
H 0.636 -4.126 1.721
H 3.099 -4.028 2.313
C -3.716 -5.622 1.249
H -1.667 4.724 -0.257
H -2.945 7.715 2.955
H -0.594 -5.100 -6.843
H 1.020 -0.935 -1.102
O 2.700 -1.935 2.163
O 1.682 3.612 0.012
H 4.741 -2.031 1.778
H 2.611 3.180 -1.720
O -0.580 -0.653 -8.176
C -0.293 -1.618 -7.364
O -2.628 5.645 2.770
C 2.886 -3.128 2.890
C 0.337 4.346 1.955
C -0.214 -4.092 -6.768
H 1.340 -4.042 4.159

---

Quick one: most stable of them? arrangement i

---

Arrangement i

2
Properties=species:S:1:pos:R:3 method="wB97M-V/def2-TZVPD" smiles="O=O"
O 0.000 0.000 0.765
O 0.000 0.000 -0.765

---

Arrangement ii

2
Properties=species:S:1:pos:R:3 method="wB97M-V/def2-TZVPD" smiles="O=O"
O -0.039 -0.570 -0.420
O 0.039 0.570 0.420

---

Quick one: most stable of them? arrangement ii

---

Arrangement i

21
Properties=species:S:1:pos:R:3 method="wB97M-V/def2-TZVPD" charge=+2 smiles="C=[N+]1C=[NH+]C(CC)=C1C"
C -2.438 -0.926 1.512
C 1.595 0.893 -0.677
H 2.303 0.354 -0.030
N -0.880 1.257 -0.690
H 1.982 -0.561 -2.148
H -3.466 -0.722 1.662
C -0.184 -0.494 0.668
H -2.855 1.359 -0.095
H 0.871 0.874 -2.694
H -2.083 -1.617 2.296
H -0.537 2.071 -1.247
H -0.091 -2.428 1.258
N -1.631 -0.226 0.737
C 0.536 -1.578 1.381
C 1.811 0.527 -2.114
H 2.648 1.112 -2.514
C 0.254 0.458 -0.198
H 1.869 1.884 -0.427
C -1.972 0.824 -0.088
H 1.497 -1.645 0.878
H 0.770 -1.416 2.531

---

Arrangement ii

21
Properties=species:S:1:pos:R:3 method="wB97M-V/def2-TZVPD" charge=+2
C 1.380 0.934 -2.708
H -1.500 -1.544 2.939
H 1.229 -0.615 -0.984
H 2.175 2.567 -1.497
C -1.804 0.879 1.239
H -1.940 2.030 1.331
C 0.078 1.035 -0.429
C -0.613 0.321 0.625
H -0.178 2.103 -0.523
H -0.769 -4.010 2.246
H -1.974 0.503 2.274
H -2.611 0.400 0.748
N -0.161 -0.857 0.782
N -0.592 -3.145 1.711
H 1.408 0.061 -3.347
C 1.065 0.518 -1.159
H -0.246 -3.330 0.803
C 2.214 1.546 -1.663
H 3.136 0.996 -1.481
C -0.863 -1.947 2.094
H 0.566 1.557 -3.000

---

Quick one: most stable of them? arrangement i

---

Arrangement i

15
Properties=species:S:1:pos:R:3 method="wB97M-V/def2-TZVPD" smiles=CS[C@H](C)CF
H -0.755 1.146 0.915
S 0.388 -0.365 -1.597
H -2.155 -0.286 -1.836
F 0.941 2.136 0.129
H -0.514 -1.970 0.761
H 0.675 1.230 1.869
C 0.268 1.076 0.863
C 0.430 -1.468 0.963
H 1.024 -2.185 0.719
H 1.862 -0.321 0.076
C 0.773 -0.199 0.226
H 0.687 -1.336 2.032
C -1.280 0.361 -1.745
H -1.169 1.174 -2.600
H -1.173 1.008 -0.775

---

Arrangement ii

15
Properties=species:S:1:pos:R:3 method="wB97M-V/def2-TZVPD" smiles=CC(C)(F)CS
F -0.203 -0.526 1.576
C 0.091 -0.113 0.269
H -1.959 -0.156 1.278
S -2.649 -0.015 0.167
H 1.298 -1.810 -0.166
H -0.639 2.050 0.464
C -1.050 -0.685 -0.532
H 0.517 1.807 -0.884
C 1.365 -0.680 -0.164
H 1.582 -0.241 -1.161
H 1.202 1.686 0.710
C 0.231 1.433 0.146
H -1.068 -1.840 -0.469
H 2.259 -0.397 0.411
H -0.977 -0.513 -1.643

---

Quick one: most stable of them? arrangement ii

---

Arrangement i

11
Properties=species:S:1:pos:R:3 method="wB97M-V/def2-TZVPD" smiles="O=CO.O.O"
O -0.444 -1.593 0.109
H 1.196 1.527 -2.527
O 0.641 0.762 -2.469
H -1.057 0.395 2.510
O 0.899 -1.731 1.708
H -0.499 -1.241 -0.894
H -0.916 1.669 1.679
H 0.396 0.294 -3.328
H 0.490 0.109 0.677
C 0.516 -1.020 0.850
O -1.221 0.829 1.684

---

Arrangement ii

Formula: CH6O4
Source: the OMol25 dataset
Level of theory: ωB97M-V/def2-TZVPD

The geometry in XYZ format:
```
11
CH6O4 (ωB97M-V/def2-TZVPD)
H -0.410 0.429 0.391
O 1.581 0.214 -0.307
H 0.198 1.640 -0.724
H 0.660 -1.515 -0.694
O -0.048 -2.135 -0.551
H -2.746 -0.383 -0.345
H 1.858 1.235 1.425
O -1.783 -0.435 -0.285
O 1.013 1.702 1.310
C 0.568 0.919 0.086
H -0.892 -1.671 -0.306
```

---

Quick one: most stable of them? arrangement i

---

Arrangement i

19
Properties=species:S:1:pos:R:3 method="wB97M-V/def2-TZVPD" multiplicity=2 charge=-2
H -0.360 -0.757 0.212
H -0.083 1.586 1.508
C 2.180 -1.299 -0.210
H 1.567 -2.065 0.269
H -3.692 -0.542 1.022
H 1.599 1.416 0.975
H -0.174 1.818 -1.347
H -0.978 0.365 -1.859
C 0.185 0.146 -0.075
H 0.892 0.169 1.965
N 1.312 -0.351 -0.922
C -0.736 0.962 -0.980
H 2.788 -0.843 0.576
O -4.016 -1.140 0.336
C 0.680 0.878 1.172
S -2.269 1.602 -0.191
H -3.653 -0.696 -0.444
H 2.900 -1.738 -0.906
H 1.858 0.488 -1.102

---

Arrangement ii

19
Properties=species:S:1:pos:R:3 method="wB97M-V/def2-TZVPD" multiplicity=2 charge=-2
C -0.913 -0.023 0.393
H 1.331 -2.786 0.688
H -1.366 -0.955 0.742
H -2.758 3.527 1.032
C 1.336 -2.794 -0.381
H 1.382 1.502 -0.020
H 0.888 -1.426 -1.754
H 0.978 -0.717 0.933
N 0.501 -1.689 -0.855
H 2.253 0.337 -1.001
H 0.626 1.008 -1.517
O -3.035 4.333 1.499
H 0.977 -3.787 -0.664
C 0.509 -0.481 -0.016
H -1.436 0.341 -0.497
S -0.973 1.245 1.704
C 1.253 0.667 -0.709
H 2.377 -2.753 -0.716
H -3.928 4.451 1.138

---

Quick one: most stable of them? arrangement i

---

Arrangement i

Formula: C4H9N2P
Source: the OMol25 dataset
Level of theory: ωB97M-V/def2-TZVPD

The geometry in XYZ format:
```
16
C4H9N2P (ωB97M-V/def2-TZVPD)
C -1.481 -2.760 -0.781
N -0.478 -2.057 -0.129
H -0.457 3.480 0.682
N 1.692 2.656 0.668
H -1.493 -3.858 -0.956
C 0.857 1.914 1.597
H 0.769 2.571 2.497
C -0.349 -2.161 -1.530
C 0.251 2.625 0.413
H 2.211 2.045 0.008
P 0.022 -1.431 1.227
H -0.023 2.237 -0.545
H 0.365 -2.740 -1.973
H -2.537 -2.329 -0.963
H -0.447 -1.118 -2.011
H 1.097 0.927 1.795
```

---

Arrangement ii

Formula: C4H9N2P
Source: the OMol25 dataset
Level of theory: ωB97M-V/def2-TZVPD

The geometry in XYZ format:
```
16
C4H9N2P (ωB97M-V/def2-TZVPD)
H -0.209 -1.891 -1.707
H 0.532 -0.851 1.956
N -1.218 2.022 -0.074
C -0.604 -1.157 -1.047
P 0.757 -0.031 -0.471
H 0.484 -2.107 0.981
H -1.616 0.439 0.886
N -1.138 2.823 -0.870
H 2.049 -1.276 1.261
H 2.394 1.468 -1.222
C 1.554 0.809 -1.584
C -0.937 1.208 0.931
H -1.421 -0.588 -1.678
H -0.500 1.768 1.806
C 0.962 -1.129 1.048
H -1.089 -1.507 -0.215
```

---

Arrangement iii

16
Properties=species:S:1:pos:R:3 method="wB97M-V/def2-TZVPD" smiles="[H]/N=N/[C@@H]1CCCP1"
C 1.595 0.161 0.824
H -0.387 1.035 1.464
C -0.496 -0.602 -0.863
H -0.927 -1.379 -1.599
H 0.189 -0.301 2.544
H 2.269 -0.587 1.303
H 1.986 1.134 0.784
C 0.259 0.113 1.487
N -1.719 0.769 -2.194
N -1.198 0.619 -1.042
H -1.593 -0.904 0.883
H 0.057 -1.868 0.723
H -2.215 1.634 -2.331
H 1.340 1.274 -1.525
P 1.386 -0.085 -1.082
C -0.547 -1.013 0.623

---

Quick one: most stable of them? arrangement iii

---

Arrangement i

72
Properties=species:S:1:pos:R:3 method="wB97M-V/def2-TZVPD" smiles=BrCCBr.BrCCBr.BrCCBr.BrCCBr.BrCCBr.BrCCBr.BrCCBr.BrCCBr.BrCCBr
H -18.839 16.901 11.037
H -20.785 14.501 16.005
Br -21.152 11.464 8.519
C -18.545 17.274 8.981
H -18.330 14.847 21.490
C -19.333 19.050 18.882
C -21.627 13.007 9.629
C -22.257 12.468 10.910
Br -19.679 19.747 16.140
H -19.054 10.338 18.788
H -22.431 13.580 9.167
C -20.648 15.581 15.963
C -20.937 16.096 14.548
H -24.055 19.822 12.324
Br -18.427 20.011 11.102
H -18.959 21.103 18.108
H -17.705 19.817 17.766
Br -17.632 13.634 18.712
H -18.903 18.297 8.864
H -18.199 18.129 13.375
Br -22.780 13.941 12.156
C -17.416 18.858 13.583
Br -20.455 10.046 20.961
H -18.883 16.724 8.103
C -25.167 16.003 20.823
Br -23.568 20.982 9.290
H -19.450 15.442 18.740
H -20.472 17.074 14.427
H -21.697 11.709 11.457
C -17.878 20.193 12.992
H -22.219 19.260 10.397
C -19.148 16.457 10.091
H -21.957 11.561 18.732
C -19.877 10.845 19.290
Br -22.946 14.255 20.154
H -19.467 11.819 19.556
Br -16.512 17.194 8.963
H -21.548 20.807 10.889
H -21.955 15.860 14.237
H -23.179 16.786 20.370
H -20.316 19.343 19.250
Br -21.706 19.533 13.330
Br -24.700 15.735 22.781
C -18.640 15.177 19.419
Br -18.093 19.219 20.394
H -20.694 13.544 9.798
H -23.990 16.229 18.991
H -21.478 9.975 18.036
C -23.109 20.332 12.143
H -19.582 15.698 16.163
H -25.834 15.168 20.608
C -19.146 14.902 20.769
H -25.705 16.943 20.703
Br -20.521 11.914 16.677
H -19.323 18.026 18.508
H -23.142 11.877 10.675
Br -19.835 15.143 13.189
C -21.144 10.979 18.298
H -17.097 20.952 12.955
H -17.938 16.007 19.338
C -22.479 20.254 10.761
Br -21.687 16.628 17.330
H -18.719 20.594 13.558
C -23.851 15.992 20.046
Br -15.662 18.139 12.957
H -18.920 15.394 10.172
Br -20.309 16.437 21.169
H -17.272 19.018 14.651
H -19.759 14.022 20.966
H -23.176 21.386 12.414
C -18.763 20.058 17.867
Br -21.119 16.591 9.814

---

Arrangement ii

72
Properties=species:S:1:pos:R:3 method="wB97M-V/def2-TZVPD" smiles=BrCCBr.BrCCBr.BrCCBr.BrCCBr.BrCCBr.BrCCBr.BrCCBr.BrCCBr.BrCCBr
H 2.461 -3.952 1.338
H -4.877 -1.162 3.565
Br -1.147 -0.635 3.026
Br 2.201 -2.762 -3.088
Br 4.377 3.090 2.749
Br 0.767 -5.730 -0.428
H 2.435 5.066 -1.812
C 4.053 1.178 2.757
Br -0.266 -2.270 -0.330
Br 2.858 -0.147 -0.647
H 4.911 1.267 -0.928
H 3.097 -6.032 0.250
Br 6.690 0.505 -3.129
C -7.095 -3.059 -0.507
H 2.229 1.235 3.879
C 2.665 -5.244 -0.358
H 3.034 -5.278 -1.375
H 2.394 -3.080 -0.174
H -2.513 3.093 2.089
H -1.434 5.918 2.781
C -2.178 5.130 2.828
H 4.425 0.770 1.818
Br -0.193 3.166 2.975
Br 1.660 3.511 -0.047
C -2.986 -1.011 2.596
H -1.464 4.157 1.099
H -1.678 -0.570 -1.449
H -0.342 -2.365 -4.685
C -6.441 -2.517 0.738
Br -0.836 0.062 -5.061
H 1.916 -1.184 -5.004
H -6.664 -1.460 0.836
C 1.413 -1.274 -4.048
H 0.229 4.181 -2.599
H -0.509 -1.476 -3.152
H -3.047 -2.036 2.232
H -3.481 -1.012 4.663
C 4.299 0.701 -1.622
C -3.906 -0.699 3.714
H 4.505 -0.616 -3.333
H -6.890 -4.106 -0.686
H 5.355 -1.191 -1.893
H 3.146 3.472 -2.063
C 2.862 -3.919 0.328
H -2.413 4.985 3.880
C -0.617 0.527 0.021
Br -3.788 5.907 2.027
Br 2.329 -1.037 2.969
Br -4.182 1.210 3.913
H -2.282 -0.864 0.214
H 1.932 1.311 2.149
C 2.588 0.897 2.907
H 0.164 0.719 -0.712
C -0.069 -1.468 -4.142
Br -9.024 -2.859 -0.298
H -6.700 -3.061 1.637
C -1.410 -0.689 -0.403
H 1.663 -0.415 -3.428
H 4.655 0.748 3.549
Br -4.509 -2.669 0.517
Br -1.796 2.045 0.083
H -3.226 -0.436 1.698
C 5.063 -0.310 -2.455
H 0.822 2.569 -2.610
C 2.225 4.003 -1.839
H -0.095 0.402 0.967
Br 1.626 3.876 -4.613
C -1.783 3.890 2.102
Br 4.751 -3.563 0.428
H -6.870 -2.430 -1.359
H 3.779 1.398 -2.274
C 1.134 3.599 -2.772

---

Quick one: most stable of them? arrangement ii

---

Arrangement i

12
Properties=species:S:1:pos:R:3 method="wB97M-V/def2-TZVPD" smiles="S=CNSC(=S)NS"
H 2.505 1.558 -0.440
H 3.252 -0.626 1.947
S 3.622 -0.456 0.316
C -2.666 0.057 0.327
S -0.301 1.143 -0.327
N 2.201 0.382 -0.262
C 0.868 -0.119 -0.358
S -4.155 -0.647 0.231
H -1.752 -0.477 -1.452
S 0.463 -1.635 -0.559
N -1.604 0.183 -0.635
H -2.434 0.637 1.213

---

Arrangement ii

12
Properties=species:S:1:pos:R:3 method="wB97M-V/def2-TZVPD" smiles="S=C(NS)C(=S)NS"
N 1.570 -0.703 -0.234
H 3.303 0.524 0.495
C -0.722 -0.306 -0.055
N -1.627 0.734 -0.026
H -1.252 1.787 0.039
H 1.215 -1.661 0.125
S -3.239 0.398 -0.465
S 1.345 1.839 -0.047
S 3.343 -0.682 -0.393
S -1.033 -1.951 -0.004
H -3.679 -0.250 0.658
C 0.777 0.270 -0.094

---

Quick one: most stable of them? arrangement ii